# 1
ORCA calculation (ωB97M-V/def2-TZVPD) on a molecular structure, C37H37Cl3O2P2Sn at a distorted geometry.

## Properties
ΔE to the lowest compared entry with this formula, charge and spin, kcal per mole: 167.9
E_LUMO, eV: -1.33
Net charge: 0
HOMO level, eV: -6.44

```
82
C37H37Cl3O2P2Sn | the OMol25 dataset | ωB97M-V/def2-TZVPD
Sn 0.996 -3.182 -2.251
C 1.831 -3.821 -4.480
C 0.776 -2.962 -4.807
C -0.543 -3.445 -5.252
C -0.975 -4.645 -4.415
C -0.614 -4.557 -2.951
C 0.440 -5.335 -2.290
C 1.554 -5.989 -3.037
C 1.890 -5.318 -4.392
C 0.137 -1.557 -0.675
H 2.833 -3.438 -4.754
H 1.032 -1.974 -5.205
H -0.470 -3.711 -6.334
H -1.291 -2.636 -5.190
H -2.077 -4.701 -4.471
H -0.615 -5.571 -4.891
H -1.485 -4.259 -2.361
H 0.219 -5.752 -1.310
H 1.295 -7.059 -3.161
H 2.481 -6.002 -2.410
H 2.923 -5.623 -4.623
H 1.270 -5.696 -5.212
H 0.847 -1.697 0.179
H -0.930 -1.767 -0.317
H 0.141 -0.429 -0.889
P -0.132 -0.187 -2.914
P -2.382 -2.885 -0.387
C -1.552 -1.359 -2.892
C -2.374 -2.072 -1.998
C -0.506 1.309 -3.834
C -1.128 1.226 -5.100
C -1.185 2.367 -5.903
C -0.683 3.592 -5.464
C -0.091 3.675 -4.199
C 0.013 2.551 -3.379
C 1.632 -0.496 -3.408
C 2.467 -1.563 -2.843
C 3.832 -1.265 -2.584
C 4.463 -0.495 -3.558
C 3.695 0.241 -4.463
C 2.309 0.281 -4.362
C -3.873 -2.436 0.432
C -4.635 -1.277 0.119
C -5.773 -1.014 0.873
C -6.183 -1.873 1.899
C -5.470 -3.052 2.144
C -4.327 -3.342 1.421
C -1.499 -4.181 0.524
C -0.555 -3.822 1.540
C 0.432 -4.721 1.932
C 0.323 -6.071 1.558
C -0.709 -6.477 0.697
C -1.643 -5.557 0.198
H -2.068 -1.195 -3.830
H -3.403 -2.241 -2.366
H -1.524 0.257 -5.431
H -1.638 2.290 -6.886
H -0.762 4.477 -6.097
H 0.294 4.625 -3.845
H 0.515 2.590 -2.405
H 2.843 -2.267 -3.620
H 4.369 -1.855 -1.827
H 5.539 -0.474 -3.627
H 4.181 0.848 -5.218
H 1.749 0.949 -5.006
H -4.302 -0.614 -0.674
H -6.351 -0.119 0.669
H -7.053 -1.641 2.503
H -5.795 -3.756 2.909
H -3.741 -4.239 1.615
H -0.591 -2.815 1.944
H 1.304 -4.371 2.504
H 1.038 -6.787 1.942
H -0.777 -7.538 0.358
H -2.437 -5.854 -0.495
Cl 3.255 2.606 1.213
C 3.760 1.462 -0.030
Cl 4.068 2.296 -1.575
Cl 5.205 0.570 0.491
C 2.515 0.452 -0.299
O 1.523 1.098 -0.715
O 2.699 -0.735 -0.046
```



# 2
ORCA calculation (ωB97M-V/def2-TZVPD) on a molecular structure, C7H5Li2O3 at a distorted geometry.

## Properties
ΔE to the lowest compared entry with this formula, charge and spin, kcal per mole: 0.0
E_LUMO (alpha / beta), eV: 0.55 / 0.55
Net charge: -1
HOMO level (alpha / beta), eV: -2.24 / -2.24

```
17
C7H5Li2O3 | the OMol25 dataset | ωB97M-V/def2-TZVPD
O 0.701 6.102 -0.760
C 0.705 4.940 -0.328
C 0.621 3.794 0.137
C 0.411 2.515 0.749
C 1.272 1.465 0.688
O 1.042 0.273 1.248
Li 2.150 -0.897 1.947
H -0.493 2.373 1.365
H 2.208 1.577 0.117
C -0.958 -4.218 -1.101
C -0.970 -2.972 -0.613
C -2.042 -1.994 -1.004
O -1.966 -0.912 -0.349
Li -0.696 0.012 0.628
H -1.662 -4.498 -1.890
H -0.208 -4.957 -0.811
H -0.115 -2.601 -0.021
```



# 3
ORCA calculation (ωB97M-V/def2-TZVPD) on a single C2H5N3S molecule at a distorted geometry.

## Properties
ΔE to the lowest compared entry with this formula, charge and spin, kcal per mole: 3.9
E_LUMO, eV: 0.62
Net charge: 0
HOMO level, eV: -8.50
SMILES: [H]/N=C/NC(N)=S

```
11
C2H5N3S | the OMol25 dataset | ωB97M-V/def2-TZVPD
H -1.470 0.722 2.093
N -0.914 0.201 1.492
C -0.494 1.031 0.631
N 0.204 0.763 -0.501
C 0.632 -0.467 -0.971
N 0.183 -1.542 -0.296
S 1.622 -0.508 -2.326
H -0.635 2.105 0.758
H 0.557 1.526 -1.024
H 0.678 -2.440 -0.406
H -0.365 -1.392 0.549
```



# 4
ORCA calculation (ωB97M-V/def2-TZVPD) on 2 unconnected molecules or ions with the total composition C3H10NO at a distorted geometry.

## Properties
ΔE to the lowest compared entry with this formula, charge and spin, kcal per mole: 38.6
E_LUMO, eV: -3.54
Net charge: +1
HOMO level, eV: -14.15

```
15
C3H10NO | the OMol25 dataset | ωB97M-V/def2-TZVPD
C 0.048 1.383 -1.018
N -0.908 0.257 -1.404
H -0.635 2.164 -0.702
H 0.498 1.722 -1.940
H 0.625 1.107 -0.170
H -1.093 0.128 -2.397
H -0.594 -0.648 -1.000
H -1.774 0.599 -0.996
C -0.109 -0.719 2.075
C 0.982 -0.868 1.337
O 0.919 -1.165 -0.055
H -0.964 -1.372 1.960
H 0.020 -0.182 3.006
H 1.889 -0.298 1.496
H 1.095 -2.110 -0.190
```



# 5
ORCA calculation (ωB97M-V/def2-TZVPD) on a single C5H5NO molecule at a distorted geometry.

## Properties
ΔE to the lowest compared entry with this formula, charge and spin, kcal per mole: 101.4
E_LUMO, eV: 0.63
Net charge: 0
HOMO level, eV: -10.12
SMILES: C#C[C@@H](C#N)CO

```
12
C5H5NO | the OMol25 dataset | ωB97M-V/def2-TZVPD
C -1.958 -0.925 -1.072
C -1.135 -0.211 -0.546
C -0.055 0.558 0.095
C -0.403 1.681 0.929
N -0.516 2.764 1.333
C 1.115 -0.388 0.533
O 1.706 -1.053 -0.552
H -2.725 -1.528 -1.527
H 0.253 1.713 -0.374
H 0.774 -1.121 1.290
H 1.893 0.218 0.997
H 1.041 -1.625 -0.961
```



# 6
ORCA calculation (ωB97M-V/def2-TZVPD) on a single C3H6N2 molecule at a distorted geometry.

## Properties
ΔE to the lowest compared entry with this formula, charge and spin, kcal per mole: 103.8
E_LUMO, eV: 1.25
Net charge: 0
HOMO level, eV: -8.95
SMILES: CN1[C@H]2CN21

```
11
C3H6N2 | the OMol25 dataset | ωB97M-V/def2-TZVPD
C -1.724 0.013 0.236
N -0.401 0.565 0.483
C 0.544 0.297 -0.515
C 1.914 0.036 0.039
N 0.739 -0.599 0.617
H -2.035 -0.603 1.088
H -1.809 -0.607 -0.666
H -2.442 0.835 0.156
H 0.267 -0.140 -1.470
H 2.417 0.787 0.638
H 2.527 -0.585 -0.605
```



# 7
ORCA calculation (ωB97M-V/def2-TZVPD) on a single C2H6FN molecule at a distorted geometry.

## Properties
ΔE to the lowest compared entry with this formula, charge and spin, kcal per mole: 11.3
E_LUMO, eV: 1.14
Net charge: 0
HOMO level, eV: -9.44
SMILES: NCCF

```
10
C2H6FN | the OMol25 dataset | ωB97M-V/def2-TZVPD
N 1.420 -0.489 0.269
C 0.680 0.606 -0.270
C -0.769 0.614 0.253
F -1.363 -0.671 -0.163
H 0.846 -1.289 -0.081
H 2.357 -0.682 -0.105
H 0.798 0.504 -1.328
H 1.047 1.632 -0.081
H -1.392 1.417 -0.115
H -0.796 0.557 1.394
```



# 8
ORCA calculation (ωB97M-V/def2-TZVPD) on a molecular structure, C14H30N2O23S5 at a distorted geometry.

## Properties
ΔE to the lowest compared entry with this formula, charge and spin, kcal per mole: 707.6
E_LUMO, eV: 0.10
Net charge: 0
HOMO level, eV: -8.23

```
74
C14H30N2O23S5 | the OMol25 dataset | ωB97M-V/def2-TZVPD
C -5.274 16.622 4.953
N -4.952 16.412 3.535
O -4.392 15.378 3.214
O -5.146 17.310 2.741
H -6.309 16.292 5.032
H -5.183 17.708 4.987
H -4.539 16.167 5.617
C -5.530 15.436 6.801
C -5.748 14.754 8.106
O -5.193 15.601 9.127
S -4.242 16.807 8.501
O -2.841 16.654 8.909
O -4.963 18.053 8.624
O -4.376 16.199 6.973
H -6.284 16.176 6.535
H -5.358 14.717 6.001
H -5.244 13.799 8.250
H -6.804 14.748 8.378
C -5.933 22.240 7.824
C -5.651 21.856 6.341
O -6.795 21.719 5.616
S -7.997 22.604 6.363
O -8.984 21.638 6.795
O -8.372 23.796 5.612
O -7.039 23.101 7.602
H -5.172 22.771 8.396
H -6.383 21.378 8.318
H -5.047 20.950 6.293
H -4.956 22.566 5.892
C -5.800 19.775 4.196
C -6.715 19.199 3.147
O -7.433 18.185 3.842
S -7.467 18.473 5.473
O -6.655 17.495 6.243
O -8.877 18.662 5.794
O -6.673 19.936 5.288
H -5.357 20.720 3.880
H -5.053 19.089 4.595
H -6.140 18.722 2.353
H -7.359 19.978 2.738
C -2.366 21.574 3.374
C -1.472 22.583 4.031
O -0.627 21.994 4.957
S -0.638 20.369 4.796
O -0.717 19.716 6.098
O 0.322 19.845 3.817
O -2.127 20.413 4.130
H -2.232 21.424 2.302
H -3.424 21.821 3.461
H -2.148 23.160 4.662
H -0.977 23.225 3.303
C -0.123 16.781 4.669
C -0.819 17.785 5.572
O -1.765 18.423 4.765
S -2.411 17.369 3.671
O -2.518 18.087 2.393
O -3.573 16.697 4.302
O -1.039 16.439 3.667
H 0.122 15.840 5.160
H 0.741 17.285 4.233
H -0.188 18.494 6.108
H -1.418 17.298 6.341
C -3.251 20.543 5.834
O -4.107 21.270 5.308
N -3.490 19.325 6.383
C -4.749 18.705 6.367
C -2.411 18.651 7.106
H -2.238 20.889 6.091
H -5.592 19.170 5.855
H -5.088 18.658 7.402
H -4.668 17.728 5.892
H -2.624 17.584 7.047
H -1.465 18.866 6.610
H -2.343 18.986 8.141
```